Computed, not measured: a 9-piece molecular cluster, C18H54O9 overall at a distorted geometry, with ωB97M-V/def2-TZVPD.

Each line ends with the Löwdin charge.
CARTESIAN COORDINATES (ANGSTROEM)
C 48.1398 -2.1353 0.1066  -0.09
C 46.7125 -2.1430 0.5763  -0.36
O 46.5778 -1.1386 1.5342  -0.06
H 48.3291 -2.7936 -0.7413  0.07
H 48.9113 -2.4135 0.8245  0.08
H 48.4569 -1.1460 -0.2233  0.08
H 46.5095 -3.1315 0.9885  0.10
H 45.9980 -1.8948 -0.2086  0.10
H 45.7904 -1.3084 2.0564  0.08
C 42.7858 -6.9770 1.9480  -0.08
C 42.0940 -8.2621 2.3343  -0.33
O 41.5678 -8.2257 3.6392  -0.07
H 42.2046 -6.0566 1.8923  0.06
H 43.2200 -7.0040 0.9486  0.05
H 43.4878 -6.7365 2.7465  0.08
H 42.8310 -9.0649 2.3158  0.11
H 41.2100 -8.5023 1.7436  0.10
H 41.1159 -9.0584 3.7943  0.09
C 48.4207 -6.7238 2.5077  -0.10
C 47.1541 -6.9694 1.7880  -0.36
O 46.6899 -8.2293 2.2225  -0.07
H 49.1583 -7.5211 2.4158  0.09
H 48.1637 -6.5677 3.5554  0.08
H 48.8564 -5.7432 2.3160  0.07
H 47.3907 -6.9680 0.7240  0.10
H 46.4629 -6.1504 1.9867  0.10
H 46.5247 -8.1618 3.1658  0.09
C 45.0337 -5.0184 -1.2310  -0.05
C 43.7045 -5.5761 -1.7876  -0.28
O 43.8613 -6.2662 -2.9806  -0.05
H 45.4080 -4.1268 -1.7342  0.07
H 45.7918 -5.7979 -1.1550  0.08
H 44.8789 -4.7077 -0.1978  0.07
H 42.9077 -4.8396 -1.8914  0.11
H 43.3871 -6.3503 -1.0890  0.11
H 42.9927 -6.5620 -3.2626  0.05
C 39.9455 -5.8783 -0.4135  -0.07
C 38.5635 -5.6914 -1.0968  -0.33
O 37.5340 -5.8590 -0.1859  -0.05
H 40.0393 -6.8297 0.1101  0.07
H 40.1640 -5.0812 0.2972  0.06
H 40.7063 -5.9722 -1.1884  0.04
H 38.4426 -6.3748 -1.9373  0.11
H 38.4926 -4.6766 -1.4882  0.10
H 37.3726 -5.0380 0.2847  0.09
C 40.6213 -4.8503 -4.1170  -0.06
C 40.4580 -6.2889 -4.4840  -0.34
O 41.2883 -7.0389 -3.6971  -0.07
H 40.1682 -4.6205 -3.1526  0.06
H 40.0856 -4.2056 -4.8137  0.09
H 41.6671 -4.5597 -4.0168  0.07
H 40.6644 -6.4068 -5.5478  0.11
H 39.4109 -6.5891 -4.4453  0.13
H 40.9064 -7.9191 -3.7272  0.12
C 46.8454 -6.8100 -5.2778  0.00
C 45.9053 -5.6683 -5.5526  -0.21
O 45.8549 -4.8566 -4.4221  0.23
H 46.8622 -7.5076 -6.1152  0.11
H 46.4858 -7.3354 -4.3931  0.10
H 47.8483 -6.4087 -5.1321  0.10
H 44.8830 -5.9533 -5.8013  0.15
H 46.1988 -4.9683 -6.3349  0.14
H 45.3499 -5.3663 -3.7843  0.07
C 42.3772 -2.8994 0.4717  -0.09
C 41.0384 -2.3096 0.9433  -0.29
O 40.1135 -2.4504 -0.1173  -0.09
H 42.3096 -3.9759 0.3142  0.04
H 43.1622 -2.7756 1.2178  0.07
H 42.8342 -2.5043 -0.4355  0.07
H 41.1297 -1.2492 1.1784  0.11
H 40.6660 -2.7820 1.8523  0.12
H 40.4349 -1.8418 -0.7866  0.08
C 43.0766 -8.6916 -6.1931  -0.09
C 43.0738 -10.1964 -5.8953  -0.29
O 42.8487 -10.9979 -7.0692  -0.07
H 43.6161 -8.4387 -7.1058  0.08
H 43.4713 -8.0788 -5.3827  0.04
H 42.0533 -8.3797 -6.4021  0.07
H 42.3593 -10.4628 -5.1164  0.11
H 44.0878 -10.4340 -5.5739  0.10
H 43.6809 -11.4181 -7.2983  0.08

The HOMO energy (spin up / spin down) comes out at -12.0 / -12.0 eV. Its relative energy (zero: lowest compared OMol25 entry of this formula, charge and spin) is 2.066 eV. Its net charge is +1. Its spin multiplicity is 2.

=====

Computed, not measured: C22H27N5O9OsP2 as an isolated structure, with ωB97M-V/def2-TZVPD.

Each line ends with the Löwdin charge.
CARTESIAN COORDINATES (ANGSTROEM)
Os -0.7276 -0.8024 0.2341  1.39
N -1.9872 0.6687 1.0202  -0.11
C -3.3971 0.2296 1.0902  -0.22
C -3.8826 -0.1802 -0.2916  -0.10
C -3.4297 -1.5547 -0.7935  -0.61
O -4.2373 -2.2837 -1.3285  0.07
O -2.1646 -1.8794 -0.6795  -0.24
H -1.6210 0.8491 1.9549  0.10
H -1.9283 1.5378 0.4908  0.08
H -4.0214 1.0368 1.4824  0.12
H -3.4353 -0.6046 1.7896  0.12
H -3.5556 0.5710 -1.0212  0.12
H -4.9702 -0.1928 -0.3172  0.12
C 3.0712 -0.3678 -1.5050  -0.04
C 3.0093 -0.9429 -0.1005  -0.59
O 4.3347 -1.2470 0.3273  -0.04
P 2.0142 -2.4692 -0.0386  0.50
O 2.1195 -2.9759 1.4420  -0.10
O 2.8045 -3.5291 -0.9010  -0.06
O 0.6291 -2.2792 -0.5787  -0.37
P 2.2548 0.1900 1.1495  0.36
O 3.0637 1.5626 0.9959  -0.10
O 2.5240 -0.4698 2.4599  -0.29
O 0.8378 0.5223 0.7192  -0.43
H 3.6269 -1.0461 -2.1529  0.09
H 3.5828 0.5939 -1.4802  0.09
H 2.0697 -0.2334 -1.9125  0.07
H 4.3223 -1.3167 1.2931  0.09
H 2.1271 -2.2291 2.0925  0.06
H 2.3410 -4.3676 -1.0172  0.11
H 3.6536 1.6953 1.7468  0.09
N -0.9127 -1.5005 1.9131  -0.12
C -0.8326 -2.8425 2.2816  -0.38
C -0.5738 -3.1158 3.6326  -0.05
C -0.4618 -4.4179 4.0842  -0.09
C -0.6516 -5.4762 3.2030  -0.10
C -0.9458 -5.2192 1.8702  -0.08
C -1.0220 -3.9175 1.4001  -0.05
H -0.4478 -2.2747 4.3031  0.11
H -0.2433 -4.6122 5.1267  0.10
H -0.5814 -6.4968 3.5573  0.10
H -1.1127 -6.0429 1.1869  0.10
H -1.2576 -3.7193 0.3646  0.08
C -0.8940 0.2068 -4.1360  -0.03
C -0.9994 -0.3969 -2.8978  -0.10
N -0.6237 0.2293 -1.7739  -0.05
C -0.1391 1.4701 -1.8521  -0.09
C -0.0172 2.1643 -3.0492  -0.18
C -0.3908 1.4943 -4.2110  -0.01
C 0.5675 3.5104 -3.1612  -0.03
C 0.8305 4.4816 -2.2801  -0.02
C 0.4532 4.7047 -0.8701  -0.26
C 1.0774 5.7429 -0.1835  -0.01
C 0.6921 5.9732 1.1230  -0.12
N -0.2543 5.2557 1.7225  0.09
C -0.8004 4.3023 0.9789  -0.20
N -0.5034 3.9845 -0.2750  0.13
H -1.1957 -0.3311 -5.0232  0.11
H -1.3834 -1.4000 -2.7677  0.12
H 0.1779 1.9036 -0.9194  0.08
H -0.2866 1.9843 -5.1720  0.12
H 0.8976 3.7281 -4.1730  0.11
H 1.3947 5.3167 -2.6818  0.10
H 1.8423 6.3447 -0.6541  0.11
H 1.1522 6.7610 1.7089  0.11
H -1.5832 3.7198 1.4539  0.10

The HOMO energy (spin up / spin down) comes out at -7.0 / -6.9 eV. Its relative energy (zero: lowest compared OMol25 entry of this formula, charge and spin) is 0.167 eV. Its net charge is 0. Its spin multiplicity is 1.

=====

Computed, not measured: C4H5NO2 in the gas phase at a distorted geometry, with ωB97M-V/def2-TZVPD.

Each line ends with the Löwdin charge.
CARTESIAN COORDINATES (ANGSTROEM)
O -2.3520 0.2799 0.8514  0.06
C -1.6681 -0.3571 0.0866  -0.18
C -0.3874 0.2228 -0.5114  -0.37
C 0.5290 0.9326 0.4330  -0.10
N 1.5422 -0.2128 0.9149  0.10
C 1.4700 -1.0425 -0.0298  -0.11
O 0.4309 -0.7354 -1.1334  -0.08
H -1.9615 -1.3723 -0.2599  0.14
H -0.6818 1.1508 -1.0401  0.17
H 1.1807 1.5945 -0.1536  0.12
H -0.0826 1.5206 1.1452  0.13
H 1.9807 -1.9811 -0.3029  0.13

Its SMILES is O=C[C@H]1CN=CO1. The HOMO energy comes out at -10.0 eV. Its relative energy (zero: lowest compared OMol25 entry of this formula, charge and spin) is 2.333 eV. Its net charge is 0. Its spin multiplicity is 1.

=====

Computed, not measured: C27H33BIrN4O4 as an isolated structure, with ωB97M-V/def2-TZVPD.

Each line ends with the Löwdin charge.
CARTESIAN COORDINATES (ANGSTROEM)
Ir 0.2056 -0.2691 0.0837  1.51
O -0.0251 -2.6558 -3.2322  0.10
C 0.3202 -1.8753 -2.3702  -0.45
N -0.5625 -1.4172 -1.3002  -0.05
C -1.9563 -1.5913 -1.2816  -0.42
O -2.6373 -2.3345 -1.9158  0.16
C -2.5722 -0.6658 -0.2414  -0.19
C -3.8878 -0.2219 -0.2913  0.05
C -4.2589 0.8684 0.5399  -0.04
C -3.4092 1.3196 1.4940  0.03
C -2.1209 0.6274 1.7427  -0.27
N -1.7133 -0.2287 0.6439  -0.06
C 1.5936 -1.2433 -2.2536  -0.22
C 2.6207 -1.4481 -3.1906  -0.01
C 3.7411 -0.6732 -3.1573  -0.06
C 3.8462 0.3680 -2.1701  -0.08
C 2.8512 0.5261 -1.2695  -0.16
N 1.7461 -0.2794 -1.2375  -0.14
H -4.5538 -0.6402 -1.0356  0.13
H -5.2254 1.3388 0.3998  0.12
H -3.6812 2.1310 2.1622  0.13
H -2.2721 -0.0220 2.6200  0.17
H 2.4612 -2.2110 -3.9426  0.13
H 4.5274 -0.8111 -3.8886  0.11
H 4.6974 1.0358 -2.1487  0.10
H 2.8696 1.3168 -0.5372  0.08
C 2.4014 -1.5638 5.0833  0.03
N 1.6699 -2.4590 4.1251  -0.15
C 0.7781 -3.4284 4.8331  0.02
C 0.9766 -1.7532 2.9661  -0.07
C 0.2500 -0.4529 3.2208  -0.22
C -0.4324 -0.1425 4.3340  -0.04
C -0.9393 1.2213 4.5389  -0.05
C -1.0941 2.0459 3.5003  -0.03
C -0.8810 1.4795 2.1188  -0.24
C 0.3379 0.5270 2.1038  -0.25
H 3.0773 -2.1812 5.6711  0.11
H 1.6878 -1.0744 5.7330  0.10
H 2.9436 -0.8160 4.5149  0.09
H 2.3886 -3.0179 3.6714  0.18
H -0.0676 -2.8988 5.2563  0.10
H 1.3403 -3.9127 5.6272  0.11
H 0.4245 -4.1722 4.1245  0.11
H 0.2967 -2.4907 2.5385  0.14
H 1.7529 -1.5580 2.2297  0.12
H -0.5534 -0.8467 5.1492  0.10
H -1.1437 1.5464 5.5535  0.11
H -1.4208 3.0740 3.6232  0.12
H -0.7539 2.2705 1.3797  0.15
C 4.0453 3.6845 1.0812  0.00
C 3.2286 2.9693 2.1372  -0.44
C 2.7789 3.9664 3.1954  0.00
O 1.9984 2.4525 1.5379  0.13
B 1.7382 1.2342 2.0959  -0.72
O 2.8022 0.7336 2.8174  0.10
C 3.9102 1.6849 2.7463  -0.43
C 5.0017 1.0640 1.8903  0.00
C 4.4474 1.8902 4.1500  -0.01
H 3.4449 4.4876 0.6509  0.10
H 4.3630 3.0258 0.2738  0.08
H 4.9357 4.1263 1.5369  0.11
H 2.1975 4.7496 2.7075  0.10
H 3.6293 4.4286 3.6981  0.10
H 2.1399 3.4870 3.9410  0.10
H 4.6606 0.8361 0.8863  0.07
H 5.3209 0.1292 2.3555  0.10
H 5.8691 1.7248 1.8294  0.10
H 3.6595 2.1643 4.8518  0.09
H 5.2079 2.6747 4.1530  0.10
H 4.9207 0.9690 4.4968  0.09

The HOMO energy (spin up / spin down) comes out at -7.8 / -11.0 eV. Its net charge is +1. Its spin multiplicity is 5.

=====

Number 1: molecular weight 414.6 u. Number 2: molecular weight 757.7 u. Number 3: molecular weight 99.1 u. Number 4: molecular weight 680.6 u.